Entry 1:
The following is a DFT calculation (wB97M-V/def2-TZVPD) of the molecule C3H5NO4S at a distorted geometry.

The geometry in ORCA input format:
```
! wB97M-V def2-TZVPD RIJCOSX def2/J DEFGRID3
* xyz 0 1
C -0.301 -1.498 0.175
N 1.100 -0.037 -0.496
C 1.170 -1.143 0.446
O -2.556 1.258 -0.063
S -1.109 1.107 0.200
H 0.221 2.713 0.198
O -0.347 2.385 -0.408
H 1.284 -0.964 1.440
H 1.529 0.035 -1.385
H -0.725 -0.224 -1.717
O -0.653 0.892 1.503
C -0.330 -0.265 -0.762
H 1.812 -1.969 0.394
O -1.093 -2.289 0.474
*
```

The relative energy (zero: lowest compared OMol25 entry of this formula, charge and spin) comes out at 14.60 kcal/mol. Its HOMO-LUMO gap is 0.389 hartree. The highest occupied orbital energy is -10.19 eV. As for the SMILES: O=C1CN[C@@H]1S(=O)(=O)O.

***

Entry 2:
The following is a DFT calculation (wB97M-V/def2-TZVPD) of C19H23BeF3N4OSe as an isolated structure.

The geometry in ORCA input format:
```
! wB97M-V def2-TZVPD RIJCOSX def2/J DEFGRID3
* xyz 2 1
H 1.292 3.657 2.324
C 0.740 2.593 0.570
C 3.219 1.075 1.045
C -0.274 -3.892 -1.182
C -4.082 0.365 3.478
C 1.040 -3.594 -0.863
H 1.843 -4.280 -1.094
N 0.352 -1.502 0.055
C -0.099 1.299 -1.173
H 2.325 -2.109 0.002
C -3.968 -0.686 4.313
H -2.309 -3.187 -1.114
H -1.969 2.431 2.532
H 3.082 1.217 -0.024
C -1.978 -0.358 3.376
C -0.921 -1.807 -0.252
H -4.692 -1.162 4.949
H 0.791 4.699 0.249
C -2.139 -2.248 5.020
F -1.818 -5.208 -2.375
C -0.026 3.656 -1.443
C 0.521 3.741 -0.175
H 4.231 0.718 1.217
H -4.924 0.991 3.241
H 0.913 1.970 2.600
H 3.464 3.140 1.383
C 2.909 2.320 1.846
C 1.409 2.656 1.912
F 0.289 -5.512 -2.781
C -0.335 2.405 -1.957
N -2.661 -1.128 4.237
N 0.410 1.374 0.075
H -1.673 -1.082 0.032
H 2.666 -0.566 2.111
N -2.839 0.558 2.901
H -0.744 2.284 -2.949
O 2.303 -0.027 1.397
H -0.199 4.551 -2.026
Be 0.675 -0.072 0.989
C -1.275 -2.983 -0.876
F -0.563 -6.192 -0.908
Se -0.132 -0.517 3.082
H -0.312 0.310 -1.549
H 3.287 2.220 2.864
C -0.602 -5.225 -1.831
H -2.843 -3.074 4.960
H -1.183 -2.555 4.610
C -2.515 1.652 2.000
H -2.012 -1.943 6.056
C 1.312 -2.388 -0.247
H -3.441 2.062 1.609
H -1.912 1.285 1.174
*
```

Its HOMO-LUMO gap is 0.300 hartree. The highest occupied orbital energy is -14.17 eV.

***

Entry 3:
The following is a DFT calculation (wB97M-V/def2-TZVPD) of the molecule C3H2N2OS at a distorted geometry.

The geometry in ORCA input format:
```
! wB97M-V def2-TZVPD RIJCOSX def2/J DEFGRID3
* xyz 0 1
N 1.682 0.151 -0.087
H 3.771 -0.164 -0.151
C -0.521 -0.085 0.132
H 2.457 -1.724 0.092
O 0.574 -0.720 0.183
C -0.479 1.330 0.085
C 2.704 -0.637 -0.083
S -1.879 -0.902 -0.080
N -0.393 2.481 -0.046
*
```

The relative energy (zero: lowest compared OMol25 entry of this formula, charge and spin) comes out at 70.41 kcal/mol. Its HOMO-LUMO gap is 0.317 hartree. The highest occupied orbital energy is -9.53 eV. As for the SMILES: C=NOC(=S)C#N.

***

Entry 4:
The following is a DFT calculation (wB97M-V/def2-TZVPD) of a 4-piece molecular cluster, C16H42N2O8 overall at a distorted geometry.

The geometry in ORCA input format:
```
! wB97M-V def2-TZVPD RIJCOSX def2/J DEFGRID3
* xyz -1 2
C -1.755 -4.696 2.241
H -0.493 1.612 1.248
H 4.210 2.733 -0.566
H 1.846 3.662 2.975
H -1.542 -0.987 -1.201
H 0.190 -6.501 2.805
H 3.247 2.009 1.545
O 1.876 -4.058 1.479
O -0.230 0.538 -1.888
H -2.660 -0.459 1.303
O 0.253 2.465 -4.278
H 0.469 -5.475 0.680
H 1.773 1.377 0.818
C 0.024 3.888 -4.483
H -0.748 -1.341 -2.710
H 3.106 -2.971 0.378
N 0.307 3.437 1.723
H -2.389 -5.574 2.366
H -3.589 -1.113 2.569
O 2.142 4.535 -5.449
C 0.491 -5.453 2.793
C -3.039 -1.411 1.677
H 1.971 -6.098 1.386
H 2.875 1.867 -1.448
O 2.315 3.179 -0.018
H -3.772 2.374 -1.589
H -2.863 -3.302 3.474
H -3.804 -1.650 0.938
C 1.223 -5.307 1.449
H -3.628 -3.814 1.980
H -0.208 -1.282 0.911
O -2.018 -2.368 1.916
H 1.043 2.118 3.173
H -1.864 4.266 0.578
C -1.736 3.205 0.363
H 1.264 -5.449 3.561
C -0.629 -0.807 -1.767
H 2.170 5.418 -5.824
H -0.885 4.273 -4.019
H -1.564 -4.861 1.180
H -4.337 1.300 -0.289
H 0.785 3.724 0.881
H 3.259 3.554 -1.741
H 0.252 0.847 -1.118
C 1.269 4.784 -4.285
H 0.283 -2.563 -0.682
H 0.439 2.341 -3.344
N -0.506 -4.417 3.050
C 1.397 2.831 2.430
C 2.264 2.286 1.164
C 3.197 2.790 -0.966
C -2.681 -3.496 2.417
H -0.094 3.838 -5.565
O -3.115 2.686 0.428
H -2.704 1.147 -0.960
H 1.802 4.630 -3.346
H -1.439 2.572 2.333
C 0.406 -1.500 -0.887
C -3.482 1.855 -0.676
H 2.400 -4.269 -0.509
H 1.354 -1.554 -1.422
H -1.298 3.100 -0.630
H 3.739 -4.512 0.736
O 0.453 -0.800 0.411
H 0.998 5.838 -4.352
C 2.806 -4.015 0.470
C -0.846 2.629 1.420
H 0.020 -3.605 2.762
*
```

Its HOMO-LUMO gap (alpha / beta) is 0.056 / 0.318 hartree. The highest occupied orbital energy (alpha / beta) is 0.98 / -6.24 eV. The expectation value of S² is 0.750.

***

Entry 5:
The following is a DFT calculation (wB97M-V/def2-TZVPD) of C10H30NaO10 as an isolated structure at a distorted geometry.

The geometry in ORCA input format:
```
! wB97M-V def2-TZVPD RIJCOSX def2/J DEFGRID3
* xyz 1 1
H -20.162 -23.014 8.315
H -22.859 -23.059 13.094
O -21.658 -27.426 14.026
O -20.530 -24.378 13.378
C -20.193 -23.728 9.145
H -21.864 -27.231 14.948
O -21.936 -26.311 10.656
H -23.485 -25.019 10.448
H -22.418 -21.731 14.198
H -21.594 -26.030 9.791
H -18.465 -22.952 10.183
H -20.541 -23.042 15.011
H -23.340 -29.715 16.324
O -22.834 -29.078 15.817
H -20.163 -25.182 7.824
C -22.029 -22.522 13.558
H -17.473 -29.631 13.743
H -21.801 -24.206 14.960
H -23.631 -27.870 13.474
O -20.672 -24.956 8.608
H -20.876 -23.299 9.877
H -20.228 -23.792 12.663
C -23.355 -26.092 10.646
C -22.707 -29.525 14.476
O -18.394 -27.790 13.890
H -18.087 -24.252 9.036
C -24.074 -26.962 9.627
O -18.903 -24.855 10.863
H -18.083 -24.717 11.356
H -20.568 -21.383 12.874
H -21.799 -30.127 14.342
C -18.814 -23.906 9.776
H -23.749 -26.271 11.644
H -25.055 -26.493 9.482
H -23.567 -26.927 8.666
O -21.261 -21.945 12.507
H -17.299 -28.198 11.667
H -22.445 -28.706 12.551
H -23.530 -30.200 14.227
H -25.008 -28.356 10.650
H -19.230 -29.626 13.543
C -18.308 -29.101 13.277
H -17.614 -29.926 11.477
C -22.638 -28.326 13.556
Na -20.124 -26.444 12.372
H -19.079 -28.790 10.144
O -24.210 -28.276 10.124
C -18.052 -28.982 11.811
C -21.213 -23.561 14.307
O -19.243 -28.695 11.087
H -18.582 -27.913 14.824
*
```

The relative energy (zero: lowest compared OMol25 entry of this formula, charge and spin) comes out at 0.00 kcal/mol. Its HOMO-LUMO gap is 0.369 hartree. The highest occupied orbital energy is -12.34 eV.

***

Entry 6:
The following is a DFT calculation (wB97M-V/def2-TZVPD) of the molecule C6H14N4O2Si at a distorted geometry.

The geometry in ORCA input format:
```
! wB97M-V def2-TZVPD RIJCOSX def2/J DEFGRID3
* xyz 0 1
H 2.203 -1.253 -0.694
C 0.342 2.134 -0.116
H 0.020 -0.752 -2.285
C -2.191 -0.159 -0.077
Si -0.381 -0.624 0.176
O 4.432 -1.869 -0.239
N 2.698 1.877 -0.103
N 0.759 0.719 -0.147
H 1.131 -1.879 1.690
C 2.125 0.759 -0.225
C -0.055 -1.478 -1.504
O 4.669 0.186 0.485
H -0.287 2.480 -0.926
C 1.689 2.883 -0.085
H 1.943 3.519 -0.945
H -2.828 -1.030 -0.207
H 1.975 3.665 0.752
H -0.975 -2.089 -1.954
C 0.093 -1.562 1.733
N 2.763 -0.480 -0.367
H 0.714 -2.242 -1.514
H -0.657 -2.264 1.977
H -2.370 0.492 -0.919
H 0.232 -0.901 2.499
H -0.202 2.204 0.736
N 4.060 -0.727 -0.006
H -2.737 0.432 0.742
*
```

Its HOMO-LUMO gap is 0.326 hartree. The highest occupied orbital energy is -8.40 eV. As for the SMILES: C[Si](C)(C)N1CCN=C1N[N+](=O)[O-].

***

Entry 7:
The following is a DFT calculation (wB97M-V/def2-TZVPD) of C19H39O2P3PtS as an isolated structure at a distorted geometry.

The geometry in ORCA input format:
```
! wB97M-V def2-TZVPD RIJCOSX def2/J DEFGRID3
* xyz 4 5
H -2.746 3.614 1.008
H -0.590 -4.881 -0.768
H 2.776 -3.472 2.692
C 0.059 3.918 -0.504
H 1.991 1.231 2.892
C 3.361 -0.658 -3.622
H -2.810 3.093 -3.017
H 3.959 -2.021 -1.979
H 3.162 -0.580 -0.116
H -0.201 -5.079 -2.466
H 0.640 -0.489 4.694
S -0.912 1.969 2.619
H -2.779 -2.687 -0.143
H -2.107 -0.116 2.758
H -1.448 -6.140 -1.693
P -2.178 -3.706 -2.326
C -2.532 -3.660 -4.194
H 0.893 3.521 -1.100
Pt 1.735 -0.593 -2.401
H -3.026 -2.727 -4.502
C -1.019 -5.097 -1.753
H 3.417 -1.437 -4.351
C -0.763 2.866 4.173
C 3.704 -1.016 -2.232
H 0.926 -2.260 4.697
H 3.730 -2.404 1.617
H 1.743 1.410 -0.598
H -1.631 4.436 -3.033
H -3.700 -1.963 -1.493
H -3.807 3.467 -0.435
C 0.569 -1.468 1.809
H 1.908 0.512 -4.826
C 3.206 -0.193 -1.116
C 3.249 -2.482 2.604
H 1.115 1.973 -2.946
C 2.496 0.489 -3.901
H 2.933 0.624 1.495
H -0.733 2.163 5.011
H 3.633 0.560 3.139
H -1.532 -3.670 -4.637
H -2.852 4.961 -0.180
C -1.778 3.377 -2.765
H -0.012 5.006 -0.666
H -2.457 0.966 4.136
C 1.387 -1.277 4.530
C -2.307 0.917 3.054
H -3.205 1.276 2.539
H 2.220 -1.146 5.238
C -2.857 3.869 -0.056
C 1.990 1.318 -2.814
H 4.026 -2.397 3.382
O -0.338 -1.580 1.080
C 2.344 0.989 -1.407
H -3.139 -4.501 -4.622
H -4.221 -3.590 -0.819
H -1.078 2.761 -3.348
C 2.701 0.458 2.557
C -1.528 1.417 -0.538
O -1.575 0.324 -0.144
H 0.252 3.730 0.562
P 2.027 -1.185 2.851
C -3.356 -2.910 -1.053
P -1.499 3.175 -1.001
H 0.169 3.441 4.146
H -1.606 3.556 4.279
*
```

The relative energy (zero: lowest compared OMol25 entry of this formula, charge and spin) comes out at 105.64 kcal/mol. Its HOMO-LUMO gap (alpha / beta) is 0.224 / 0.204 hartree. The highest occupied orbital energy (alpha / beta) is -17.97 / -18.60 eV. The expectation value of S² is 6.011.